No. 1
ORCA calculation (wB97M-V/def2-TZVPD) on one molecule with the formula C4H5NO2.

Last column: Löwdin charge in e.
CARTESIAN COORDINATES (ANGSTROEM)
1 C 1.76944 -0.65229 -0.11058  0.0964
2 C 0.50417 -0.23472 0.06089  -0.2059
3 C -0.82937 -0.98947 0.20857  -0.1476
4 O -1.81307 -0.10459 -0.31316  -0.1116
5 N -1.35375 1.19541 0.10836  0.1118
6 C 0.07333 1.18448 -0.02010  -0.3810
7 O 0.74146 2.23107 0.04470  0.0549
8 H 2.31220 -1.68073 -0.05633  0.1086
9 H 2.38727 0.20845 -0.49664  0.0885
10 H -0.95711 -1.22785 1.30683  0.1417
11 H -0.93634 -1.82990 -0.50440  0.1382
12 H -1.89822 1.90013 -0.22813  0.1060

Properties
LUMO energy, eV: 0.13
Multiplicity: 1
ΔE to the lowest compared entry with this formula, charge and spin, kJ/mol: 309.59
Max |F|, Eh/bohr: 0.101
SMILES string: C=C1CONC1=O


No. 2
ORCA calculation (wB97M-V/def2-TZVPD) on a 2-piece molecular cluster, C4H8NO3 overall.

Last column: Löwdin spin population.
CARTESIAN COORDINATES (ANGSTROEM)
1 C 2.20664 -0.74056 0.44278  0.2277
2 C 2.74906 0.72219 -0.11657  0.1081
3 O 3.85206 0.72953 -0.57877  0.1625
4 O 1.86947 1.60569 0.06553  0.4741
5 H 2.43032 -0.50699 1.46156  0.0094
6 H 2.99942 -1.40107 0.08676  0.0104
7 H 1.26954 -1.09659 0.05388  0.0076
8 C -2.99299 -0.13025 -0.45417  0.0003
9 C -1.74509 -0.16045 0.38036  0.0001
10 O -1.78082 -0.41412 1.56809  0.0004
11 N -0.57724 0.28857 -0.18947  0.0007
12 H -2.76434 -0.21361 -1.51226  0.0000
13 H -3.52648 0.79355 -0.26570  0.0000
14 H 0.16258 0.68341 0.36635  -0.0011
15 H -0.65604 0.92687 -0.97293  -0.0002
16 H -3.49608 -1.08619 -0.33543  0.0000

Properties
⟨S²⟩: 0.757
LUMO energy (alpha / beta), eV: 0.64 / -3.74
Multiplicity: 2
ΔE to the lowest compared entry with this formula, charge and spin, kJ/mol: 79.03
Max |F|, Eh/bohr: 0.041


No. 3
ORCA calculation (wB97M-V/def2-TZVPD) on one molecule with the formula C2H5N3S2.

Last column: Löwdin charge in e.
CARTESIAN COORDINATES (ANGSTROEM)
1 H -0.02289 -1.98114 1.65063  0.0736
2 N 0.62241 -1.26720 1.22365  0.1313
3 C -0.04146 -0.74232 0.27008  -0.5660
4 N -1.25313 -1.18516 -0.26335  0.1189
5 N 0.53230 0.41480 -0.45208  -0.5005
6 S 2.13079 0.32998 -1.03632  0.8165
7 C -0.11473 1.63648 -0.43106  -0.7648
8 S -1.54766 2.13105 0.16236  0.6397
9 H -1.63390 -1.92251 0.29271  0.0817
10 H -1.95902 -0.47160 -0.44413  0.0520
11 H 2.84290 0.69339 0.05202  -0.1212
12 H 0.44438 2.36424 -1.02450  0.0388

Properties
LUMO energy, eV: 0.09
Multiplicity: 1
ΔE to the lowest compared entry with this formula, charge and spin, kJ/mol: 165.03
Max |F|, Eh/bohr: 0.030
SMILES string: [H]/N=C(\N)N(S)C=S


No. 4
ORCA calculation (wB97M-V/def2-TZVPD) on a 2-piece molecular cluster, C5H7BrFN overall.

Last column: Löwdin charge in e.
CARTESIAN COORDINATES (ANGSTROEM)
1 C -0.62994 2.01068 0.30677  0.0595
2 C 0.24716 1.09736 -0.09068  -0.4467
3 C 0.33361 0.07199 -1.17768  -0.0541
4 F 1.42467 1.07566 0.59064  -0.0120
5 H -1.49594 2.16059 -0.31164  0.0597
6 H -0.37115 2.84175 0.95596  0.0700
7 H 1.11623 -0.69687 -0.85181  0.0996
8 H -0.76193 -0.34708 -1.36684  0.0978
9 H 0.60348 0.56038 -2.19330  0.1033
10 N 0.16563 -0.63144 3.11660  0.1790
11 C -0.32790 -1.37225 2.32231  -0.3777
12 C -0.72244 -2.43281 1.67242  -0.5545
13 Br -2.42168 -2.19394 0.73679  0.5787
14 H 0.99930 -0.01551 2.92600  0.1104
15 H -0.41842 -3.47480 2.02452  0.0871

Properties
LUMO energy, eV: 0.48
Multiplicity: 1
ΔE to the lowest compared entry with this formula, charge and spin, kJ/mol: 24.09
Max |F|, Eh/bohr: 0.056
SMILES string: C=C(C)F.N=C=CBr


No. 5
ORCA calculation (wB97M-V/def2-TZVPD) on one molecule with the formula C2H4ClP.

Last column: Löwdin charge in e.
CARTESIAN COORDINATES (ANGSTROEM)
1 Cl 2.15265 0.06361 0.19055  0.4624
2 C 0.55159 -0.09638 -0.67230  -0.9077
3 C -0.57655 0.57358 0.15993  -0.4991
4 P -0.69834 -1.25584 0.10380  0.7962
5 H 0.38148 0.19005 -1.76213  0.0887
6 H -0.52392 1.06554 1.11258  0.0524
7 H -1.25718 1.05261 -0.56917  0.0588
8 H -0.02973 -1.59316 1.43674  -0.0516

Properties
LUMO energy, eV: 0.96
Multiplicity: 1
ΔE to the lowest compared entry with this formula, charge and spin, kJ/mol: 116.57
Max |F|, Eh/bohr: 0.044
SMILES string: Cl[C@@H]1CP1


No. 6
ORCA calculation (wB97M-V/def2-TZVPD) on C41H52CsN6PSSe2 as an isolated structure.

Last column: Löwdin charge in e.
CARTESIAN COORDINATES (ANGSTROEM)
1 Cs -1.77188 -0.66481 0.79761  0.6782
2 S -2.47997 0.09226 3.79550  0.3647
3 C -0.98651 0.78549 4.33600  -0.8618
4 N -0.75729 1.30058 5.49063  0.0260
5 N -1.78559 1.30294 6.35050  -0.0273
6 C -1.65881 1.85232 7.60913  -0.2463
7 C -2.76672 1.84877 8.46279  -0.0443
8 C -2.67185 2.38884 9.73246  -0.1101
9 C -1.47912 2.94246 10.18022  -0.1220
10 C -0.38217 2.94493 9.32942  -0.1036
11 C -0.45733 2.40887 8.05431  -0.0352
12 N 0.11654 0.75255 3.39708  -0.0044
13 N 1.15729 1.29895 3.79223  0.0602
14 C 2.26339 1.19350 2.90510  -0.2679
15 C 3.09770 2.30239 2.80480  -0.0376
16 C 4.22028 2.24961 1.99519  -0.0918
17 C 4.54265 1.07477 1.32690  -0.0896
18 C 3.73225 -0.04343 1.46743  -0.0977
19 C 2.58128 0.01354 2.24243  -0.0322
20 H -2.66508 0.91279 6.02338  0.0514
21 H -3.70047 1.41766 8.12041  0.1046
22 H -3.54087 2.37646 10.37871  0.0966
23 H -1.40689 3.36385 11.17383  0.0908
24 H 0.55574 3.37299 9.66198  0.0974
25 H 0.39635 2.41076 7.39273  0.0969
26 H 2.84562 3.19505 3.36223  0.1163
27 H 4.85755 3.11963 1.90059  0.1057
28 H 5.43792 1.02232 0.71984  0.1038
29 H 4.01178 -0.97247 0.98706  0.0863
30 H 1.94848 -0.85496 2.37564  0.1068
31 Se -5.21095 -2.65769 -1.77377  0.6644
32 Se -5.48041 -3.67998 0.27511  0.6701
33 C -5.55067 -2.16398 1.46638  -0.6789
34 C -6.20883 -2.39478 2.66957  -0.1178
35 C -6.31951 -1.34338 3.56176  -0.0539
36 C -5.80511 -0.10658 3.20643  -0.0933
37 C -5.17630 0.01144 1.98083  -0.2219
38 N -5.02565 -1.00275 1.12329  -0.0240
39 C -3.48592 -3.36321 -2.26727  -0.6796
40 C -3.37441 -3.86988 -3.56039  -0.1118
41 C -2.15061 -4.36703 -3.97104  -0.0674
42 C -1.09284 -4.35289 -3.07550  -0.0720
43 C -1.30967 -3.81862 -1.81677  -0.1502
44 N -2.47861 -3.32339 -1.40939  0.0239
45 H -6.63197 -3.36584 2.89060  0.0979
46 H -6.80970 -1.48671 4.51564  0.1137
47 H -5.85804 0.74547 3.86727  0.1077
48 H -4.75203 0.96220 1.68132  0.1001
49 H -4.23725 -3.89482 -4.21131  0.0979
50 H -2.03158 -4.77319 -4.96726  0.1145
51 H -0.11970 -4.74292 -3.34033  0.1084
52 H -0.50554 -3.80132 -1.09036  0.0948
53 C -0.41484 0.25307 -6.87411  -0.2009
54 C -0.46650 1.53461 -6.02644  -0.1837
55 C -0.50041 1.22889 -4.52112  -0.2054
56 C 0.31344 -0.02864 -4.21551  -0.4732
57 C -0.36451 -1.25452 -4.86112  -0.2152
58 C -1.11625 -0.88985 -6.14973  -0.1982
59 P 0.48695 -0.32239 -2.40323  1.0898
60 C 1.72508 -1.70489 -2.35634  -0.4337
61 C 3.08395 -1.46300 -3.05995  -0.1747
62 C 4.24070 -1.42036 -2.06562  -0.2025
63 C 4.35229 -2.72978 -1.28515  -0.1879
64 C 2.98015 -3.22243 -0.77406  -0.1752
65 C 1.91391 -2.13871 -0.89619  -0.2443
66 C 1.43891 1.14353 -1.74029  -0.4138
67 C 0.46259 2.14204 -1.10282  -0.2370
68 C 1.20178 3.19384 -0.28160  -0.1654
69 C 2.39202 3.80366 -1.05265  -0.1783
70 C 2.37884 3.39571 -2.52102  -0.2009
71 C 2.44147 1.87428 -2.67079  -0.1869
72 H 0.62509 -0.03307 -7.05976  0.1117
73 H -0.86203 0.42919 -7.85355  0.1065
74 H -1.34715 2.12337 -6.29353  0.1088
75 H 0.40156 2.15903 -6.25208  0.1079
76 H -1.52983 1.06895 -4.18385  0.1199
77 H -0.12731 2.08963 -3.96355  0.0860
78 H 1.30318 0.09771 -4.66674  0.0982
79 H -1.06146 -1.70669 -4.14892  0.0797
80 H 0.39346 -2.01357 -5.07630  0.1116
81 H -2.13964 -0.58507 -5.91024  0.1133
82 H -1.20219 -1.76860 -6.79210  0.1069
83 H 1.21568 -2.53233 -2.86312  0.0823
84 H 3.06619 -0.53480 -3.63099  0.0807
85 H 3.27048 -2.25810 -3.78876  0.1183
86 H 4.09366 -0.58173 -1.37730  0.0866
87 H 5.17806 -1.22041 -2.58956  0.1157
88 H 5.04822 -2.60318 -0.45291  0.1006
89 H 4.79618 -3.48983 -1.93263  0.1076
90 H 3.05622 -3.55854 0.26234  0.1088
91 H 2.65673 -4.09409 -1.35162  0.1091
92 H 2.19176 -1.28198 -0.27982  0.0680
93 H 0.96063 -2.49118 -0.49327  0.0724
94 H 2.00301 0.71469 -0.90241  0.0912
95 H -0.24547 1.59892 -0.47242  0.0379
96 H -0.14844 2.61681 -1.87634  0.1015
97 H 1.56272 2.72361 0.63568  0.0873
98 H 0.50230 3.97330 0.02714  0.1132
99 H 3.33222 3.46614 -0.60573  0.0987
100 H 2.38482 4.89120 -0.96485  0.1068
101 H 3.22151 3.84451 -3.05153  0.1121
102 H 1.47660 3.78264 -3.00545  0.1082
103 H 3.45518 1.54247 -2.42987  0.1076
104 H 2.27955 1.61721 -3.71916  0.0861

Properties
LUMO energy, eV: -0.22
Multiplicity: 1
ΔE to the lowest compared entry with this formula, charge and spin, kJ/mol: 0.00
Max |F|, Eh/bohr: 0.009